1.
The following is a DFT calculation (ωB97M-V/def2-TZVPD) of one molecule with the formula C3H6N2 in a non-equilibrium geometry.

- total charge = 0
- energy above the lowest of the compared OMol25 structures with the same formula, charge and spin (kJ/mol) = 41.6
- HOMO level (eV) = -10.408
- SMILES string = C[C@@H](N)C#N
- calculated total energy (a.u.) = -227.4090

XYZ file:
```
11
Properties=species:S:1:pos:R:3:forces:R:3:nbo_charge:R:1
H -1.18932 0.90760 -0.05789 0.1 -0.1 0.0 0.2290
H -0.68442 -0.36056 1.89918 0.1 0.0 -0.1 0.2248
H 0.65801 -1.21676 1.12413 -0.1 0.1 -0.1 0.2141
C -0.27637 -0.30874 -1.47519 0.1 -0.4 -0.9 0.2528
H 0.81723 1.97773 -0.50969 0.0 -0.1 0.1 0.3671
H -1.00846 -1.60808 0.66746 0.0 0.2 0.0 0.2231
C -0.28107 0.29677 -0.11631 -0.2 -0.1 0.0 -0.1492
N -0.25104 -0.75992 -2.54075 0.0 0.4 1.0 -0.3278
C -0.33842 -0.79423 0.95800 0.0 -0.1 0.0 -0.5963
H 1.71992 0.69052 -0.06585 -0.1 0.1 0.1 0.3612
N 0.84975 1.18224 0.12084 0.1 0.0 -0.2 -0.7988
```
Positions in Å, forces in eV/Å.

2.
The following is a DFT calculation (ωB97M-V/def2-TZVPD) of C28H22N3O3S2SeSn as an isolated structure.

- total charge = -1
- energy above the lowest of the compared OMol25 structures with the same formula, charge and spin (kJ/mol) = 0.0
- HOMO level (eV) = -3.866
- calculated total energy (a.u.) = -4882.3873

XYZ file:
```
60
Properties=species:S:1:pos:R:3:forces:R:3:nbo_charge:R:1
C 1.69184 -3.01759 3.01596 0.0 0.0 0.1 -0.4011
H 1.99194 -4.03082 3.24146 0.0 0.0 0.0 0.2021
H -2.73483 1.18298 -7.98513 0.0 0.0 0.0 0.2163
H 3.59341 2.64563 6.98788 0.0 0.0 0.0 0.2296
C 0.74912 2.07884 2.99548 0.0 0.0 0.0 -0.0484
H 2.59631 -3.11367 -1.19415 -0.1 0.0 0.1 0.5209
C -0.29574 2.76921 2.51499 -0.1 0.0 0.0 -0.1630
O 1.24241 -2.29555 -2.30422 -0.1 -0.1 0.1 -0.7544
C -1.97999 3.08956 0.66687 0.1 0.0 0.0 -0.1030
C 1.27711 -2.10426 4.06177 0.0 -0.1 -0.1 -0.1950
O -0.88413 -2.56354 -2.69616 0.1 -0.1 0.1 -0.5653
C -2.39297 2.88646 -0.62096 0.0 0.0 0.0 -0.2865
Sn 2.20472 -0.36396 -0.39839 -0.1 0.0 0.0 1.3151
H -0.43285 3.03391 5.42427 0.0 0.0 0.0 0.2177
N 1.23583 1.28442 0.72104 -0.1 0.1 -0.1 -0.7729
H -2.90537 2.11420 -3.20833 0.0 0.0 0.0 0.2105
C 2.00361 -3.54947 0.62812 0.0 0.0 0.0 -0.1015
H -0.74932 3.56038 3.10340 0.0 0.0 0.0 0.2007
C -2.10108 1.35006 -5.86866 0.0 0.0 0.0 -0.2522
H 1.07741 -3.80907 0.10833 0.0 0.0 0.0 0.2072
C 0.62972 2.83559 5.42687 0.0 0.0 0.0 -0.2636
C -1.20672 0.86802 -3.53831 0.0 0.0 0.0 -0.1193
C -1.98628 1.71600 -2.79224 0.0 0.0 0.1 -0.1188
H -2.30584 2.39480 -5.67984 0.0 0.0 0.0 0.2182
H -0.34348 -0.25466 2.07456 0.0 0.0 0.0 0.1676
H 0.54530 -0.42199 -3.45221 0.0 0.0 0.0 0.2331
N 0.28971 0.58426 -1.70114 0.0 0.1 0.1 -0.4646
H 2.42275 -4.46542 1.04957 0.0 0.0 0.0 0.1722
C 1.28886 2.35112 4.32892 0.0 0.0 0.0 -0.1994
C -1.55876 0.52574 -4.92333 0.1 0.0 0.0 -0.2111
S -1.31141 -1.05628 -5.55823 0.0 0.0 0.0 0.4932
C -1.93493 -0.60543 -7.08417 0.0 0.0 0.0 -0.4317
H -2.57612 3.70728 1.33064 0.0 0.0 0.0 0.1943
S 2.95047 2.07996 4.70369 0.0 0.0 0.0 0.4583
C 1.68611 -2.58396 1.73485 -0.1 0.1 -0.1 0.2288
H 0.46002 -0.21751 4.52331 0.0 0.0 0.0 0.2011
O 2.92731 -2.97855 -0.28842 0.2 0.1 0.0 -0.7575
C -0.06206 0.30420 -2.92866 0.0 0.0 0.0 0.1077
C 0.34579 -3.12616 -2.48230 0.0 0.1 -0.2 0.5785
C 1.46957 3.00346 6.55887 0.0 0.0 0.0 -0.2570
C -2.32047 0.70016 -7.11179 0.0 0.0 0.0 -0.2635
C 0.03169 1.75882 0.34466 0.1 -0.1 -0.1 0.3024
C 0.81520 -0.89360 3.75349 0.0 0.1 0.0 -0.2364
C 0.72009 -0.40971 2.33453 -0.1 -0.1 0.0 -0.0757
H 1.32567 -2.41580 5.09970 0.0 0.0 0.0 0.1955
C 1.35828 0.98733 2.13596 0.0 0.1 0.1 -0.0708
Se 0.56834 -4.97631 -2.50288 0.0 0.0 0.0 -0.4864
C -1.62120 2.05166 -1.47173 0.0 0.0 0.0 -0.0699
H -2.85749 -2.71327 -3.00792 0.0 0.0 0.0 0.1784
C 2.75594 2.63482 6.30936 0.0 0.0 0.0 -0.4398
C -2.01084 -3.39628 -2.93808 0.0 0.1 0.0 -0.2592
H 1.12847 3.36562 7.51839 0.0 0.0 0.0 0.2144
H -1.98383 -1.32708 -7.88367 0.0 0.0 0.0 0.2333
C -0.43664 1.47638 -0.98028 0.1 0.0 0.1 0.1075
H -2.15607 -4.11054 -2.12953 0.0 0.0 0.0 0.2009
H 2.42353 0.87548 2.37691 0.0 0.0 0.0 0.1963
H -1.89251 -3.95300 -3.86789 0.0 0.0 0.0 0.1898
C -0.79288 2.52202 1.17751 -0.1 0.0 0.0 -0.2112
N 1.33379 -1.31468 1.34345 0.2 -0.1 0.0 -0.8133
H -3.30653 3.32978 -0.99626 0.0 0.0 0.0 0.2008
```
Positions in Å, forces in eV/Å.

3.
The following is a DFT calculation (ωB97M-V/def2-TZVPD) of an isolated ion of composition C7H7O4S and charge -1 in a non-equilibrium geometry.

- total charge = -1
- energy above the lowest of the compared OMol25 structures with the same formula, charge and spin (kJ/mol) = 116.0
- HOMO level (eV) = -3.900
- calculated total energy (a.u.) = -970.0394

XYZ file:
```
19
Properties=species:S:1:pos:R:3:forces:R:3:nbo_charge:R:1
C 0.27889 -1.87366 -1.33075 -2.1 0.8 0.7 -0.6289
C 0.18453 -0.78048 -0.23711 1.3 -1.4 -1.4 -0.3174
H -1.96527 1.35578 0.56425 1.8 -1.1 2.0 0.2327
O 2.69055 2.36260 -1.09977 -0.5 -1.5 -1.1 -1.0325
H -0.89885 0.82447 2.20675 -0.7 0.8 -1.0 0.2353
C -0.92425 -0.61225 0.66686 -2.3 0.5 1.5 0.6015
O 2.95781 0.19757 -2.35794 0.4 -0.9 0.3 -1.0095
H 1.26199 -1.82082 -1.79370 0.6 -1.1 0.9 0.2576
S 2.04007 1.21948 -1.86808 -0.8 2.5 1.5 1.5307
H -0.10547 2.42859 -0.33867 0.1 -1.8 0.7 0.2114
O 2.16196 -1.22129 1.37513 -1.1 0.8 -1.2 -0.5187
C 0.97955 0.55085 -0.27512 2.8 -3.2 0.0 -0.3416
C 1.43033 -0.63643 0.60139 0.4 1.8 -0.5 0.6424
O -1.68443 -1.44573 1.16430 1.0 0.8 -1.1 -0.5861
H -0.22094 -2.75834 -0.76380 1.5 0.8 -1.8 0.2373
C -0.97842 0.91159 1.08929 -1.5 -0.6 -0.9 -0.5145
H 0.84734 2.19492 1.00474 0.3 -0.1 0.9 0.2372
C 0.20810 1.57690 0.40003 -1.0 3.2 -0.6 -0.4468
H -0.27314 -1.56359 -2.25639 -0.5 -0.4 1.0 0.2098
```
Positions in Å, forces in eV/Å.

4.
The following is a DFT calculation (ωB97M-V/def2-TZVPD) of a 9-piece molecular cluster, C15H48N10O11 overall in a non-equilibrium geometry.

- total charge = 0
- energy above the lowest of the compared OMol25 structures with the same formula, charge and spin (kJ/mol) = 58.8
- HOMO level (eV) = -9.715
- SMILES string = NC(N)=O.NC(N)=O.NC(N)=O.NC(N)=O.NC(N)=O.CC(C)O.CC(C)O.OCCO.OCCO
- calculated total energy (a.u.) = -1975.6837

XYZ file:
```
84
Properties=species:S:1:pos:R:3:forces:R:3:lowdin_charge:R:1
N -23.54326 -1.44696 -5.56233 1.2 -1.7 0.3 0.1713
C -20.24510 4.37142 2.48317 -0.8 0.6 -2.3 -0.0573
O -17.61830 2.67270 -5.40486 0.3 -1.3 0.6 0.0011
O -21.50097 3.40215 4.19516 -0.2 2.3 0.9 -0.0341
C -23.34065 -1.66410 0.04754 0.6 0.0 1.2 -0.5766
H -19.16029 -0.42980 0.33301 0.8 0.0 -0.1 0.0636
O -18.85363 -1.90272 -3.89793 -1.0 0.5 0.9 -0.0132
C -17.37848 1.54891 -4.94417 0.5 0.7 -1.2 -0.6831
C -19.51424 -1.54489 -2.90026 -0.3 1.0 0.0 -0.6069
H -21.90712 2.62633 1.52190 0.1 -0.6 -0.1 0.0680
H -23.39396 3.14723 2.39694 -0.6 -0.6 -0.1 0.0768
H -20.95721 -0.25372 -2.08883 -0.1 -0.3 -0.1 0.0926
N -24.51324 -1.34165 -0.58088 0.3 -0.5 -0.2 0.1677
O -24.68920 -1.27496 -3.60925 -0.3 -0.3 -0.1 0.0023
H -20.73910 -0.20388 -3.84521 -0.2 0.0 0.8 0.0678
C -21.74393 2.95687 -5.73722 1.6 -2.3 0.0 -0.2166
O -15.74074 -2.42435 -3.94160 0.9 0.7 -0.4 -0.0523
H -20.86057 -3.28581 -7.75670 -0.2 0.5 -0.2 0.1245
O -21.02993 -0.62372 2.93957 1.2 0.4 -1.8 0.0099
H -17.78602 0.29099 -3.45518 0.4 0.5 0.3 0.0776
C -19.48312 -3.99975 -6.41712 0.2 0.0 0.9 -0.2558
O -22.26817 -1.78906 -0.59590 -1.1 0.3 0.6 -0.0651
N -22.81200 -2.59190 -3.69188 -0.2 0.2 -1.2 0.1587
H -20.12259 -4.39513 -5.57405 0.5 0.5 -0.6 0.1374
C -21.69080 4.14311 2.99333 2.3 0.1 -0.2 -0.4864
H -21.20862 3.82360 -6.08661 0.1 0.4 -0.4 0.1168
H -22.17790 5.08843 3.25862 0.2 -0.2 0.1 0.1395
O -18.18044 -3.64997 -6.03542 1.1 -0.1 0.9 -0.0843
H -19.75813 5.09437 3.07851 0.7 0.8 0.7 0.0525
H -18.56400 0.11368 3.60184 -0.9 -0.5 -0.5 0.0993
H -15.10427 -2.28487 -0.67005 0.2 -0.4 0.4 0.0623
H -15.89071 -4.64297 -2.71319 -0.8 -0.6 0.3 0.0707
H -14.23558 -4.74831 -3.22254 0.2 -0.2 -0.4 0.0754
H -21.93021 3.07168 -4.68430 -0.7 0.3 0.4 0.1162
O -21.42034 0.52987 -5.28690 0.5 0.4 0.5 -0.1099
C -20.82032 1.68866 -5.82621 0.5 1.5 0.4 -0.1911
N -19.21815 -2.02488 -1.63189 1.2 -1.1 -1.8 0.1667
N -20.04996 -0.37213 0.76312 -2.3 0.1 1.8 0.1457
H -19.84598 1.87338 -5.31979 -0.8 -0.2 -0.2 0.1062
H -14.98903 -0.91053 -1.70978 -0.5 -0.6 0.0 0.0872
C -22.46455 3.44261 1.94358 -1.1 1.0 -0.9 -0.0741
H -25.44262 -1.43983 -0.17126 0.8 0.0 0.1 0.1143
H -22.80676 2.62226 -7.38135 0.3 0.2 0.2 0.0995
O -20.80075 -1.97269 -6.24978 -1.9 0.3 0.6 -0.0884
H -22.31782 0.47884 -5.60578 -0.6 -0.1 -0.1 0.0655
C -20.10669 -0.31296 2.17495 0.7 -0.6 -0.3 -0.5588
H -16.53164 -1.74637 -1.53455 0.1 -0.5 -0.4 0.0533
N -20.51473 -0.60695 -2.92264 1.4 -0.5 -1.2 0.1966
H -13.92286 -2.45706 -3.03529 -0.1 0.3 0.0 0.1321
N -23.36187 -1.83436 1.44957 0.8 0.2 -1.3 0.1529
H -16.60405 0.62139 -6.58485 -0.3 0.0 0.0 0.1066
H -20.86582 -0.68618 0.20469 0.5 0.1 0.9 0.0516
H -18.95815 -3.00172 -1.77183 0.3 0.3 0.6 0.1228
H -21.65259 2.49308 4.12332 -0.5 -2.1 -0.6 0.0500
C -15.45356 -1.92422 -1.62320 0.7 1.6 0.1 -0.0552
C -14.95191 -2.74842 -2.80671 -0.1 -0.5 0.5 -0.4644
O -22.92843 2.66509 -6.42520 -1.0 0.1 0.0 -0.0563
H -20.61497 1.50346 -6.86337 0.3 0.0 -0.8 0.1143
H -16.39355 -3.09432 -4.06814 -0.7 -0.7 -0.1 0.0427
H -22.51570 -1.65508 2.02998 -0.5 -0.1 -1.1 0.0743
C -23.77219 -1.76029 -4.26575 1.8 -0.5 1.4 -0.6395
H -20.18716 4.72869 1.38693 -0.3 -0.4 1.6 0.1067
H -17.64666 1.96733 -3.04392 -0.6 0.5 0.8 0.0902
N -17.38223 1.21486 -3.62556 -0.4 -0.6 0.3 0.1627
H -14.54281 -4.45196 -1.55561 0.1 -0.3 1.0 0.0646
H -22.71673 -1.69929 -6.10711 -0.2 -0.1 0.6 0.0874
H -22.93356 -2.84063 -2.70917 0.5 0.4 -0.6 0.0836
H -24.11813 -0.74875 -5.85984 -1.8 2.0 -1.3 0.0688
C -20.12695 -2.82275 -7.08500 0.2 -1.2 -1.5 -0.2619
H -19.95931 -1.94262 -1.00134 -1.4 -0.1 1.1 0.0189
N -17.01859 0.44832 -5.68145 0.1 -0.1 -0.5 0.1598
H -19.67765 3.45073 2.53277 0.0 -0.3 0.1 0.0523
H -21.88601 -2.57911 -4.16422 -1.1 -0.3 0.9 0.0857
H -24.17759 -1.53048 1.92255 -0.8 0.2 0.2 0.0736
C -14.90767 -4.26638 -2.53280 0.1 1.4 -1.1 -0.0333
H -18.75953 1.12868 2.35612 0.4 -0.7 -0.2 0.0805
H -18.16527 -3.00415 -5.30249 -0.6 -0.3 -0.4 0.0365
H -20.27917 -1.32160 -5.80223 0.9 0.5 0.2 0.0554
N -18.80609 0.12862 2.60196 -0.4 1.3 0.4 0.0966
H -24.49191 -1.37492 -1.61150 -0.1 0.1 0.4 0.0652
H -22.73079 4.14517 1.10035 0.4 -0.7 0.9 0.1080
H -19.36430 -4.82482 -7.11343 0.0 0.0 -0.2 0.1152
H -16.58749 -0.30153 -5.15012 0.0 0.0 -0.2 0.0797
H -19.37471 -2.27950 -7.67987 -0.2 -0.3 0.1 0.1387
```
Positions in Å, forces in eV/Å.

5.
The following is a DFT calculation (ωB97M-V/def2-TZVPD) of C11H17NO7PTi as an isolated structure in a non-equilibrium geometry.

- total charge = +1
- multiplicity = 3
- energy above the lowest of the compared OMol25 structures with the same formula, charge and spin (kJ/mol) = 8.5
- HOMO level (spin up / spin down) (eV) = -12.023 / -13.363
- expectation value of S² = 2.0088
- calculated total energy (a.u.) = -2201.5094

XYZ file:
```
38
Properties=species:S:1:pos:R:3:forces:R:3:nbo_charge:R:1
N 0.36973 1.84692 2.03654 -0.1 0.6 1.2 0.0067
C 2.66954 -1.07177 1.34586 -0.2 0.3 -0.1 0.7883
H 2.58094 -1.52722 -1.94419 0.1 0.0 0.0 0.2706
O 0.05111 -1.35166 0.14567 0.2 -1.2 -1.3 -0.7596
O -1.60714 0.15855 1.51993 -1.0 -0.2 -0.2 -1.0252
C -3.76685 -1.43661 1.94195 -0.1 -0.1 0.1 -1.0155
H -3.93031 -1.00666 2.93019 0.0 0.0 0.0 0.2751
H -3.84265 -1.09070 -1.12138 0.0 0.0 0.0 0.2709
H 1.79059 1.94319 -2.98744 0.0 0.0 0.0 0.2391
H 2.86985 0.56529 -3.20754 0.0 0.0 0.0 0.2431
O 3.29217 -1.99967 1.74126 0.0 -0.1 0.2 -0.4839
H 4.26476 1.42944 -1.43928 0.0 0.0 0.0 0.2424
C 0.91293 -1.95382 -0.70701 -0.1 0.3 0.2 0.7896
H -3.11672 -2.30763 2.02999 0.0 0.0 0.0 0.2801
C 1.34475 0.26716 -1.71049 0.3 0.0 0.1 0.1028
O 0.49565 2.46172 3.02073 0.1 0.4 -0.2 -0.1124
C -3.97384 1.22879 0.81292 -0.1 0.1 0.1 -1.0119
C 3.21851 1.70969 -1.33649 -0.1 0.0 -0.1 -0.4316
H -2.27107 -1.83048 -0.71129 0.0 0.0 0.0 0.2922
C 2.61756 1.07965 -0.09332 0.2 -0.3 -0.3 0.0973
O 0.77940 -3.06511 -1.11195 -0.1 -0.2 0.0 -0.5105
H -4.94508 1.00910 0.36729 0.0 0.0 0.0 0.2686
H 3.98895 -0.61295 -0.24313 0.1 0.0 -0.1 0.2770
H -4.11462 1.62974 1.81654 0.0 0.0 0.0 0.2747
H -2.34140 -0.17917 -1.37576 0.0 0.0 -0.1 0.2530
Ti 0.26900 0.19819 1.11523 -1.0 0.7 0.4 1.5557
O 1.64986 -0.48106 2.04355 1.2 -0.5 0.2 -0.6790
O 1.15599 1.04410 -0.45167 0.6 0.0 -0.6 -0.5425
H -4.72311 -1.73497 1.50931 0.0 0.0 0.0 0.2696
C 2.01490 -1.00942 -1.17750 0.0 0.2 0.2 -0.3493
P -2.97553 -0.23580 0.90898 0.4 0.1 0.3 1.9615
C -2.84022 -0.90300 -0.73114 0.0 -0.1 -0.2 -1.0212
H 2.75883 1.63208 0.82544 -0.1 0.1 0.1 0.2505
C 2.94271 -0.42514 -0.02645 -0.3 -0.1 0.0 -0.3750
H -3.45297 1.96830 0.20514 0.0 0.0 0.0 0.2656
H 0.38544 0.11120 -2.18859 -0.2 0.0 0.1 0.2336
H 3.15881 2.79316 -1.28160 0.0 0.0 0.0 0.2419
C 2.31951 1.14653 -2.47029 0.1 0.1 0.1 -0.4323
```
Positions in Å, forces in eV/Å.

6.
The following is a DFT calculation (ωB97M-V/def2-TZVPD) of an isolated ion of composition C2H7N4O and charge +1 in a non-equilibrium geometry.

- total charge = +1
- multiplicity = 3
- energy above the lowest of the compared OMol25 structures with the same formula, charge and spin (kJ/mol) = 133.7
- HOMO level (spin up / spin down) (eV) = -9.930 / -14.114
- expectation value of S² = 2.0071
- calculated total energy (a.u.) = -374.2192

XYZ file:
```
14
Properties=species:S:1:pos:R:3:forces:R:3:nbo_charge:R:1
N -0.32768 0.35841 0.42813 2.4 2.2 2.5 -0.6235
H 3.69337 -0.57079 0.60056 0.6 0.0 0.6 0.4189
O -1.18260 -0.55271 -1.39434 0.7 -0.5 -1.3 -0.6347
C 0.91813 0.42083 -0.45857 -7.0 3.4 1.3 0.1249
N 2.74424 -0.37962 0.85715 -2.6 0.2 0.2 -0.3576
H -3.26676 -0.06091 -0.61299 0.9 0.3 1.9 0.4524
N -2.56875 0.14111 0.16423 -4.6 -0.9 -3.2 -0.7373
H 2.26081 -0.87636 1.64762 0.9 0.2 -1.0 0.3829
C -1.37995 0.01888 -0.22802 2.8 -1.7 -2.5 0.7746
N 2.05995 -0.05333 -0.23802 7.7 -3.6 0.7 -0.3645
H -2.86564 0.45069 1.02687 -0.6 0.8 2.0 0.4274
H 0.65165 0.76440 -1.43449 0.2 0.4 -0.4 0.1923
H -0.16176 -0.61205 -1.66002 -2.7 0.2 1.2 0.5189
H -0.57502 0.95147 1.30190 1.4 -1.1 -1.9 0.4254
```
Positions in Å, forces in eV/Å.